DFT (wB97M-V/def2-TZVPD) results for a molecular structure, C14H21N5PdSe2.

Properties
- E_HOMO (eV) = -14.53
- HOMO-LUMO gap (hartree) = 0.284
- net charge = +2
- lowest unoccupied orbital energy (hartree) = -0.24996
- energy relative to the best compared isomer or geometry (same formula, charge and spin) (kcal per mole) = 0.0

Positions of all 43 atoms, in Å:
Pd -0.328 0.713 0.122
Se 2.411 0.136 1.973
Se 0.109 -0.334 2.351
N 0.947 2.200 0.737
N 0.136 1.001 -1.912
N -0.117 -2.753 0.953
N -2.657 1.604 0.790
N -1.520 -0.758 -0.577
C 0.732 -2.991 3.185
C -2.898 -0.699 -0.020
C -3.480 0.701 -0.032
C 0.263 -2.248 2.118
C 1.508 4.521 0.756
C 0.450 -4.916 1.796
C 2.897 2.944 1.895
C 2.034 1.940 1.485
C 2.642 4.249 1.507
C 0.683 3.474 0.405
C -1.022 0.465 -2.679
C 0.837 -4.366 3.005
C -0.030 -4.077 0.801
C -1.427 -0.863 -2.065
H -0.786 0.353 -3.737
H 1.206 -4.993 3.805
H -2.379 -1.199 -2.477
H 1.258 5.527 0.453
H 0.998 -2.523 4.123
H -3.542 -1.383 -0.576
H -1.828 1.192 -2.591
H -2.816 1.422 1.777
H 0.508 -5.980 1.619
H -0.225 3.638 -0.162
H -2.958 2.561 0.640
H -2.841 -1.071 1.006
H -1.071 -1.599 -0.174
H 3.308 5.046 1.808
H -4.521 0.652 0.295
H -3.491 1.090 -1.052
H 3.746 2.706 2.521
H -0.356 -4.474 -0.152
H 0.342 1.952 -2.205
H -0.684 -1.628 -2.295
H 0.979 0.462 -2.097

Atomic partial charges in e from the Mulliken method, atoms 1 to 8: Pd 0.411; Se 0.081; Se -0.031; N 0.067; N -0.577; N -0.468; N -0.389; N 0.110